No. 1
C32H57HfN4OP2 | the ωB97M-V functional and the def2-TZVPD basis

The spin multiplicity is 1. The calculation puts the energy above the lowest of the compared OMol25 structures with the same formula, charge and spin at 0.000 eV. For the highest occupied orbital energy (spin up / spin down), the calculation gives -16.987 / -16.987 eV. As for the net charge: +3.

The geometry in XYZ format:
```
97
Properties=species:S:1:pos:R:3:lowdin_charge:R:1
C 2.30 -1.24 -1.22 -0.311
C 1.21 0.59 -2.21 -0.290
C 3.15 -1.35 -2.32 0.024
C 2.00 0.50 -3.35 0.025
C 3.00 -0.48 -3.40 0.034
H 3.90 -2.16 -2.32 0.145
H 1.84 1.20 -4.17 0.140
H 3.63 -0.57 -4.27 0.136
N 1.41 -0.22 -1.14 -0.016
P 0.62 -2.46 0.67 1.034
P -0.03 2.41 -0.36 1.110
C 2.31 -2.24 -0.07 -0.234
H 2.67 -3.22 -0.42 0.106
H 3.02 -1.91 0.70 0.094
C 0.03 1.52 -2.10 -0.246
H 0.05 2.30 -2.87 0.099
C -1.69 3.32 -0.32 -0.639
C 1.47 3.49 -0.22 -0.653
C -0.36 -3.55 -0.56 -0.631
C 0.90 -3.31 2.32 -0.657
C -2.78 2.48 0.40 -0.091
H -2.65 2.49 1.49 0.081
H -3.76 2.92 0.17 0.114
H -2.82 1.43 0.08 0.035
C -1.52 4.62 0.49 -0.078
H -1.24 4.42 1.53 0.085
H -0.79 5.30 0.02 0.079
H -2.50 5.13 0.49 0.113
C -2.16 3.65 -1.75 -0.056
H -2.86 4.50 -1.69 0.118
H -1.34 3.96 -2.41 0.072
H -2.69 2.80 -2.21 0.067
C 1.44 4.05 1.24 -0.080
H 0.86 3.43 1.94 0.062
H 2.47 4.09 1.63 0.096
H 1.03 5.08 1.26 0.087
C 2.76 2.66 -0.43 -0.075
H 2.71 1.69 0.08 0.020
H 2.95 2.47 -1.49 0.088
H 3.60 3.22 0.01 0.116
C 1.39 4.58 -1.30 -0.050
H 0.61 4.40 -2.07 0.066
H 1.22 5.57 -0.85 0.096
H 2.36 4.62 -1.82 0.100
C -0.49 -3.44 2.98 -0.068
H -0.38 -3.96 3.95 0.113
H -0.93 -2.45 3.17 0.055
H -1.19 -4.03 2.36 0.084
C 1.80 -2.41 3.18 -0.099
H 2.74 -2.14 2.69 0.082
H 1.30 -1.49 3.49 0.012
H 2.07 -2.97 4.09 0.109
C 1.63 -4.66 2.17 -0.062
H 2.38 -4.64 1.37 0.085
H 2.16 -4.88 3.11 0.105
H 0.94 -5.49 2.01 0.084
C 0.03 -3.19 -2.00 -0.087
H 1.05 -3.49 -2.24 0.092
H -0.64 -3.73 -2.70 0.117
H -0.08 -2.12 -2.19 0.045
C -1.88 -3.27 -0.34 -0.084
H -2.30 -2.68 -1.16 0.066
H -2.43 -4.23 -0.30 0.106
H -2.11 -2.73 0.59 0.056
C -0.07 -5.05 -0.36 -0.074
H 1.01 -5.27 -0.40 0.088
H -0.50 -5.44 0.58 0.082
H -0.55 -5.61 -1.18 0.115
Hf -0.14 -0.02 0.63 1.280
C 1.72 0.57 1.66 -0.120
O 2.55 0.87 2.44 0.182
N -1.48 -0.01 -1.01 -0.024
C -1.26 0.58 -2.12 -0.297
C -2.07 0.41 -3.46 -0.515
C -1.66 1.42 -4.54 -0.049
C -1.79 -0.97 -4.06 -0.042
C -3.58 0.56 -3.16 -0.020
H -1.80 2.46 -4.24 0.077
H -0.62 1.28 -4.86 0.082
H -2.28 1.28 -5.45 0.114
H -2.11 -1.76 -3.37 0.071
H -2.34 -1.11 -5.01 0.117
H -0.73 -1.09 -4.28 0.086
H -4.08 1.24 -3.87 0.106
H -4.08 -0.42 -3.25 0.098
H -3.75 0.94 -2.15 0.065
C 0.98 -0.57 5.88 0.023
N -0.13 0.08 5.10 -0.120
C -1.15 0.76 5.89 0.024
C -0.32 -0.04 3.84 -0.229
N -0.74 0.14 2.73 0.068
H 0.79 -0.34 6.94 0.105
H 1.98 -0.16 5.62 0.117
H 0.97 -1.68 5.79 0.104
H -1.15 1.83 5.63 0.118
H -2.13 0.32 5.67 0.119
H -0.92 0.64 6.94 0.103
```

No. 2
C32H57O5ReSi4Te | the ωB97M-V functional and the def2-TZVPD basis

The spin multiplicity is 4. For the highest occupied orbital energy (spin up / spin down), the calculation gives 0.454 / -4.631 eV. As for the expectation value of S²: 3.7629. As for the net charge: -1.

The geometry in XYZ format:
```
100
Properties=species:S:1:pos:R:3:mulliken_spin:R:1
C -0.57 6.48 -2.44 -2.061
C -0.16 5.56 -1.29 0.276
C -0.32 5.70 -3.75 0.214
C 0.60 4.53 -3.37 0.460
H 0.20 6.40 -4.41 -0.040
H -1.27 5.43 -4.23 -0.030
C 0.99 4.75 -1.89 0.551
H -1.02 4.92 -1.07 -0.223
H 0.10 6.11 -0.37 0.230
C 1.11 3.39 -1.26 -0.159
H 1.91 5.33 -1.78 0.447
H 1.50 4.56 -4.00 0.235
C 0.05 3.06 -3.40 -0.460
C -1.99 6.99 -2.29 0.807
C 0.19 7.81 -2.42 0.615
O 0.60 8.39 -3.40 -0.070
O -2.93 6.37 -1.80 -0.171
O -2.12 8.24 -2.75 -0.018
O 0.34 8.31 -1.18 -0.258
C 0.94 9.61 -1.13 0.382
H 0.93 9.88 -0.07 -0.027
H 0.37 10.32 -1.72 0.045
H 1.97 9.57 -1.50 -0.038
C -3.43 8.77 -2.56 0.141
H -4.17 8.11 -3.02 -0.004
H -3.41 9.75 -3.04 -0.007
H -3.64 8.86 -1.49 0.008
O 0.33 2.44 -1.99 -0.097
H 0.72 3.41 -0.24 -0.570
H 2.16 3.05 -1.28 0.155
C 0.86 2.19 -4.35 -0.017
C -1.44 2.91 -3.61 0.088
H -1.73 3.26 -4.60 0.018
H -2.01 3.47 -2.86 0.111
H -1.73 1.85 -3.53 -0.111
H 0.52 1.15 -4.32 0.047
H 1.92 2.22 -4.09 -0.081
H 0.74 2.56 -5.38 0.032
Re 0.35 0.01 0.44 2.613
C 2.47 -0.65 0.39 0.014
C 2.33 0.70 -0.04 -0.089
C 1.72 1.45 1.03 -2.130
H 2.67 1.10 -0.99 0.105
C 1.48 0.55 2.12 -0.586
C 1.92 -0.76 1.72 -0.240
H 1.92 -1.65 2.34 -0.026
H 2.95 -1.43 -0.18 0.013
H 1.60 2.52 1.05 0.597
H 1.08 0.84 3.09 0.486
C -2.06 -0.28 -0.26 0.323
C -1.88 -0.65 1.11 0.324
C -1.35 0.49 1.81 0.301
H -2.17 -1.59 1.56 -0.032
C -1.16 1.56 0.84 -0.254
C -1.67 1.08 -0.42 -0.066
H -1.82 1.69 -1.30 0.072
H -2.46 -0.91 -1.06 -0.010
H -1.24 0.58 2.88 -0.030
H -0.88 2.58 1.06 -0.186
C 3.63 -4.21 1.52 0.086
Si 2.21 -4.84 2.58 -0.055
C 2.46 -6.67 2.97 0.004
C 2.14 -3.92 4.23 0.049
Si 0.21 -4.50 1.38 -0.149
Te 0.14 -2.78 -0.44 1.310
Si -0.11 -6.46 0.09 0.042
C -0.36 -8.01 1.13 0.010
C -1.63 -6.23 -1.00 0.004
C 1.45 -6.68 -0.96 0.027
Si -1.46 -4.59 3.03 -0.048
C -1.16 -6.08 4.16 0.006
C -1.38 -3.03 4.07 0.072
C -3.13 -4.77 2.18 0.020
H 4.57 -4.63 1.91 0.002
H 3.70 -3.12 1.54 -0.007
H 3.53 -4.52 0.47 -0.007
H 3.44 -6.77 3.46 0.000
H 1.70 -7.06 3.65 0.000
H 2.47 -7.31 2.07 0.001
H 1.81 -2.88 4.13 0.014
H 1.48 -4.42 4.95 0.006
H 3.16 -3.91 4.65 -0.016
H -1.28 -7.97 1.72 0.001
H -0.45 -8.86 0.43 0.000
H 0.47 -8.23 1.81 -0.001
H -1.57 -5.32 -1.60 0.018
H -1.69 -7.09 -1.69 -0.004
H -2.56 -6.20 -0.42 -0.003
H 1.67 -5.78 -1.55 0.000
H 2.34 -6.91 -0.35 0.003
H 1.29 -7.51 -1.65 -0.003
H -0.26 -5.96 4.77 0.000
H -2.03 -6.14 4.83 0.000
H -1.09 -7.03 3.62 0.000
H -1.22 -2.12 3.47 -0.002
H -2.34 -2.93 4.59 -0.016
H -0.59 -3.08 4.82 0.021
H -3.30 -3.98 1.44 -0.006
H -3.25 -5.74 1.69 0.000
H -3.91 -4.68 2.96 0.002
```